No. 1
Below is a molecular structure, C36H29BrN2O2P2Zr in a non-equilibrium geometry, with properties calculated with ωB97M-V with the def2-TZVPD basis set.

Output
frontier orbital gap	6.1994	eV
total energy	-134762.5582	eV
charge	+2

Last column: Löwdin charge in e.
Atoms and positions in Å:
Zr 0.422 0.189 -0.573  1.68
C 0.970 -2.767 0.210  -0.22
P -0.424 -1.740 0.938  1.02
C 0.189 -1.434 2.622  -0.38
C 0.371 -0.107 3.009  -0.12
C 0.785 0.187 4.297  -0.06
C 1.019 -0.843 5.199  -0.04
C 0.856 -2.164 4.811  -0.04
C 0.444 -2.466 3.523  -0.08
C -1.888 -2.797 1.068  -0.36
C -2.531 -3.015 2.285  -0.07
C -3.660 -3.813 2.323  -0.05
C -4.162 -4.370 1.156  -0.04
C -3.539 -4.125 -0.060  -0.06
C -2.410 -3.331 -0.113  -0.10
C 2.209 -1.923 0.385  -0.36
C 3.469 -2.205 0.846  0.01
C 4.156 -0.968 0.966  0.01
C 3.286 0.023 0.589  -0.36
C 3.415 1.527 0.631  -0.24
P 1.795 2.341 0.207  1.05
C 1.641 2.119 -1.667  -0.43
C 0.602 2.814 -2.208  -0.03
C 0.045 2.674 -3.573  -0.10
C 1.209 1.127 -4.565  -0.11
C 2.310 0.734 -3.652  0.02
C 2.482 1.145 -2.380  -0.11
C 2.071 4.136 0.263  -0.39
C 2.886 4.765 -0.677  -0.08
C 2.966 6.145 -0.680  -0.04
C 2.246 6.889 0.244  -0.04
C 1.446 6.260 1.185  -0.05
C 1.352 4.880 1.194  -0.09
N 2.084 -0.550 0.216  -0.22
H 0.737 -2.952 -0.854  0.09
H 1.093 -3.731 0.715  0.11
H 0.150 0.697 2.285  0.06
H 0.909 1.211 4.612  0.11
H 1.318 -0.613 6.211  0.12
H 1.037 -2.959 5.517  0.12
H 0.307 -3.495 3.225  0.12
H -2.152 -2.564 3.191  0.10
H -4.150 -3.997 3.265  0.12
H -5.042 -4.993 1.196  0.12
H -3.942 -4.554 -0.964  0.12
H -1.929 -3.116 -1.062  0.10
H 3.879 -3.170 1.076  0.12
H 5.167 -0.844 1.299  0.12
H 4.227 1.903 -0.004  0.11
H 3.655 1.828 1.661  0.11
H 0.120 3.574 -1.594  0.14
H -0.806 3.333 -3.740  0.17
H 1.251 0.596 -5.513  0.17
H 3.074 0.106 -4.095  0.14
H 3.382 0.809 -1.863  0.11
H 3.438 4.185 -1.404  0.11
H 3.581 6.641 -1.414  0.12
H 2.306 7.965 0.225  0.12
H 0.881 6.839 1.899  0.12
H 0.719 4.379 1.915  0.10
Br -2.663 1.229 -7.403  0.82
C -1.327 1.662 -6.119  -0.62
C -0.439 2.764 -6.506  -0.17
N 0.599 3.176 -5.921  0.13
C 1.110 2.684 -4.710  -0.20
C -0.215 1.178 -3.934  -0.24
C -1.274 0.969 -4.969  -0.04
C -0.431 0.363 -2.689  -0.53
O 0.272 -0.664 -2.423  -0.06
O -1.134 0.813 -1.730  -0.08
H -0.712 3.301 -7.407  0.11
H 2.029 3.222 -4.481  0.16
H -1.992 0.187 -4.771  0.12

---

No. 2
Below is a molecular structure, C36H29MoN8O4 in a non-equilibrium geometry, with properties calculated with ωB97M-V with the def2-TZVPD basis set.

Output
frontier orbital gap (spin up / spin down)	7.6945 / 7.0432	eV
⟨S²⟩	2.02
total energy	-59767.5112	eV
2S+1	3
charge	+1

Last column: Löwdin charge in e.
Atoms and positions in Å:
Mo -0.787 -0.047 -0.088  1.85
O 0.663 3.389 -2.519  0.07
C 1.457 2.711 -3.376  -0.25
C 2.136 3.475 -4.326  0.00
C 2.972 2.870 -5.238  -0.06
C 3.156 1.487 -5.229  -0.08
C 2.488 0.728 -4.297  -0.03
C 1.629 1.317 -3.358  -0.08
C 0.941 0.457 -2.387  -0.41
O 0.219 1.040 -1.444  -0.27
N 1.037 -0.829 -2.451  0.07
N 0.303 -1.413 -1.399  -0.13
C 0.277 -2.704 -1.464  -0.04
C -0.494 -3.562 -0.609  -0.14
C -0.382 -4.953 -0.747  -0.02
C -1.160 -5.797 0.013  -0.07
C -2.082 -5.250 0.909  -0.05
C -2.224 -3.883 1.049  0.00
C -1.421 -3.029 0.294  -0.29
O -1.554 -1.712 0.436  -0.30
H 0.238 2.750 -1.918  0.07
H 1.982 4.545 -4.323  0.12
H 3.490 3.478 -5.967  0.11
H 3.814 1.017 -5.945  0.10
H 2.611 -0.345 -4.270  0.11
H 0.864 -3.158 -2.260  0.14
H 0.328 -5.353 -1.459  0.12
H -1.067 -6.868 -0.089  0.11
H -2.704 -5.908 1.502  0.11
H -2.946 -3.461 1.734  0.12
O -4.693 1.034 0.758  0.09
C -3.631 0.692 0.272  -0.48
N -2.397 0.916 0.772  -0.13
C -2.320 1.872 1.853  -0.14
C -0.929 2.420 1.869  -0.24
C -0.535 3.433 2.728  0.00
C 0.740 3.953 2.617  -0.03
C 1.589 3.453 1.638  -0.03
C 1.139 2.425 0.839  -0.12
N -0.090 1.904 0.962  0.01
C -3.563 0.055 -1.092  -0.16
C -4.704 -0.190 -1.824  0.03
C -4.573 -0.643 -3.127  -0.01
C -3.301 -0.815 -3.650  -0.02
C -2.200 -0.567 -2.851  -0.07
N -2.328 -0.147 -1.586  -0.01
H -3.036 2.685 1.675  0.14
H -2.580 1.447 2.829  0.13
H -1.241 3.820 3.450  0.13
H 1.063 4.754 3.267  0.12
H 2.584 3.846 1.493  0.12
H 1.762 2.006 0.060  0.11
H -5.658 0.004 -1.355  0.13
H -5.446 -0.846 -3.730  0.12
H -3.147 -1.144 -4.666  0.12
H -1.197 -0.705 -3.229  0.11
N 1.866 0.239 3.167  0.13
C 0.595 -0.181 3.525  -0.29
C 0.347 -0.202 4.910  -0.01
C -0.883 -0.589 5.373  -0.05
C -1.852 -0.963 4.445  -0.05
C -1.524 -0.898 3.113  -0.15
N -0.331 -0.498 2.627  0.10
C 2.678 0.032 2.059  -0.33
C 3.971 0.574 2.147  -0.02
C 4.854 0.358 1.120  -0.05
C 4.439 -0.408 0.034  -0.06
C 3.148 -0.882 0.037  -0.14
N 2.246 -0.654 1.009  0.12
H 2.380 0.618 3.953  0.13
H 1.139 0.064 5.597  0.12
H -1.084 -0.615 6.434  0.12
H -2.838 -1.285 4.743  0.11
H -2.258 -1.165 2.365  0.09
H 4.260 1.145 3.020  0.12
H 5.854 0.767 1.165  0.12
H 5.096 -0.630 -0.792  0.11
H 2.807 -1.480 -0.793  0.09

---

No. 3
Below is 6 unconnected molecules or ions with the total composition C36H29N2O11 in a non-equilibrium geometry, with properties calculated with ωB97M-V with the def2-TZVPD basis set.

Output
frontier orbital gap	5.6421	eV
total energy	-63286.2028	eV
charge	+1

Last column: Löwdin charge in e.
Atoms and positions in Å:
O 4.447 6.189 5.776  -0.14
C 4.362 5.296 4.579  -0.20
C 3.838 6.132 3.230  -0.11
C 4.488 5.368 1.933  -0.07
C 3.612 4.699 0.742  0.10
C 4.611 4.014 -0.312  0.07
N 6.066 4.023 -0.186  -0.03
N 6.876 4.586 0.729  0.09
C 6.066 5.238 1.752  0.01
H 4.978 6.983 5.462  0.11
H 3.636 4.391 4.821  0.15
H 5.430 4.836 4.442  0.12
H 4.102 7.269 3.321  0.14
H 2.660 5.958 3.184  0.14
H 2.448 4.682 0.691  0.13
H 4.119 3.469 -1.246  0.12
H 6.602 3.497 -0.944  0.20
H 6.711 5.767 2.609  0.15
C -0.581 2.758 -2.247  0.03
C 0.648 2.886 -2.758  0.03
C 1.821 2.290 -2.090  -0.39
O 2.946 2.408 -2.555  0.05
C 1.585 1.545 -0.837  0.01
C 0.356 1.417 -0.326  0.03
C -0.817 2.014 -0.994  -0.37
O -1.942 1.895 -0.528  0.12
H -1.452 3.190 -2.724  0.13
H 0.838 3.428 -3.676  0.13
H 2.456 1.113 -0.360  0.12
H 0.166 0.875 0.593  0.13
C -3.110 -1.171 -4.265  0.03
C -2.900 0.148 -4.305  0.02
C -2.171 0.775 -5.425  -0.38
O -1.977 1.982 -5.461  0.09
C -1.684 -0.113 -6.500  0.02
C -1.894 -1.432 -6.460  0.03
C -2.623 -2.059 -5.340  -0.36
O -2.818 -3.266 -5.304  0.10
H -3.643 -1.647 -3.450  0.13
H -3.252 0.813 -3.524  0.12
H -1.152 0.363 -7.315  0.12
H -1.543 -2.097 -7.240  0.13
C 4.583 6.473 9.380  0.03
C 4.339 7.593 8.693  0.01
C 4.419 8.919 9.337  -0.38
O 4.194 9.944 8.709  0.10
C 4.782 8.960 10.767  0.02
C 5.027 7.840 11.454  0.02
C 4.946 6.513 10.811  -0.38
O 5.172 5.488 11.439  0.10
H 4.528 5.492 8.924  0.12
H 4.072 7.579 7.643  0.09
H 4.838 9.940 11.223  0.12
H 5.293 7.853 12.504  0.13
C -5.966 -7.983 -4.966  0.02
C -5.768 -8.517 -6.175  0.03
C -4.943 -7.831 -7.189  -0.38
O -4.763 -8.317 -8.297  0.10
C -4.345 -6.534 -6.814  0.03
C -4.543 -6.001 -5.605  0.02
C -5.368 -6.687 -4.591  -0.37
O -5.548 -6.200 -3.483  0.09
H -6.569 -8.473 -4.211  0.10
H -6.200 -9.467 -6.465  0.13
H -3.742 -6.044 -7.569  0.12
H -4.111 -5.050 -5.315  0.09
C -4.728 -8.301 -0.228  0.03
C -5.620 -8.681 -1.148  0.02
C -5.677 -10.075 -1.630  -0.38
O -6.491 -10.423 -2.474  0.09
C -4.712 -11.033 -1.055  0.02
C -3.820 -10.653 -0.135  0.02
C -3.763 -9.259 0.347  -0.38
O -2.948 -8.911 1.191  0.10
H -4.672 -7.282 0.136  0.12
H -6.335 -7.990 -1.579  0.11
H -4.767 -12.051 -1.419  0.12
H -3.105 -11.343 0.296  0.12

---

No. 4
Below is a molecular structure, C36H29N4O3PV in a non-equilibrium geometry, with properties calculated with ωB97M-V with the def2-TZVPD basis set.

Output
frontier orbital gap (spin up / spin down)	5.5630 / 5.4185	eV
⟨S²⟩	2.05
total energy	-84876.9970	eV
2S+1	3
charge	+1

Last column: Löwdin charge in e.
Atoms and positions in Å:
V 11.221 11.318 11.361  0.93
C 6.638 14.480 12.579  -0.08
C 6.788 13.253 11.919  -0.08
C 7.929 12.488 12.035  -0.04
C 9.001 12.981 12.772  -0.31
C 8.932 14.313 13.351  -0.01
C 7.753 15.058 13.199  -0.07
N 10.120 12.211 12.956  -0.03
C 10.732 12.183 14.177  -0.19
C 10.148 12.441 15.437  -0.01
C 10.947 12.798 16.502  -0.04
C 12.319 12.559 16.467  -0.07
C 12.913 12.135 15.304  -0.01
C 12.184 12.005 14.109  -0.17
N 12.669 11.780 12.826  -0.01
N 13.975 11.735 12.734  0.13
C 14.326 11.543 11.428  -0.26
C 15.647 11.589 10.926  0.03
C 15.888 11.430 9.537  -0.02
C 14.742 11.233 8.738  -0.04
C 13.449 11.271 9.276  -0.11
N 13.207 11.395 10.595  0.00
H 5.685 14.977 12.593  0.10
H 5.989 12.909 11.250  0.10
H 7.959 11.488 11.579  0.10
H 9.811 14.709 13.833  0.11
H 7.687 16.046 13.589  0.10
H 9.070 12.579 15.483  0.13
H 10.487 13.271 17.360  0.12
H 12.941 12.837 17.300  0.11
H 13.994 11.925 15.210  0.12
H 16.460 11.630 11.638  0.12
H 16.899 11.409 9.101  0.13
H 14.876 11.093 7.651  0.12
H 12.587 11.163 8.624  0.09
O 10.572 8.330 13.791  0.08
C 10.536 8.620 12.597  -0.54
O 11.329 9.526 12.096  -0.20
C 9.383 8.079 11.753  -0.12
C 8.725 6.952 12.313  0.01
C 7.834 6.160 11.553  -0.05
C 7.618 6.508 10.213  -0.07
C 8.324 7.581 9.640  -0.09
C 9.141 8.423 10.427  -0.29
P 10.062 9.750 9.512  1.08
C 11.171 8.782 8.496  -0.37
C 11.088 8.858 7.105  -0.09
C 11.903 8.012 6.385  -0.09
C 12.696 7.052 6.989  -0.06
C 12.786 7.006 8.392  -0.06
C 12.016 7.856 9.165  -0.06
C 8.770 10.597 8.570  -0.36
C 9.233 11.608 7.717  -0.13
C 8.317 12.479 7.161  -0.07
C 6.958 12.395 7.439  -0.06
C 6.514 11.469 8.384  -0.07
C 7.405 10.527 8.901  -0.09
H 8.977 6.686 13.344  0.12
H 7.354 5.251 11.943  0.12
H 6.861 5.896 9.657  0.12
H 8.151 7.845 8.564  0.13
H 10.377 9.536 6.632  0.10
H 11.926 8.105 5.289  0.12
H 13.245 6.270 6.407  0.13
H 13.566 6.428 8.837  0.10
H 12.078 7.916 10.240  0.10
H 10.288 11.819 7.668  0.09
H 8.643 13.176 6.461  0.09
H 6.223 13.068 6.986  0.12
H 5.480 11.392 8.805  0.13
H 7.040 9.755 9.582  0.10
O 11.267 13.279 10.260  -0.04
H 11.343 14.036 10.829  0.08
H 10.590 13.465 9.590  0.09

---

No. 5
Below is a molecular structure, C36H30BaBrF6N5O6S2SeSi in a non-equilibrium geometry, with properties calculated with ωB97M-V with the def2-TZVPD basis set.

Output
frontier orbital gap	5.4252	eV
total energy	-239491.9645	eV
charge	-2

Last column: Löwdin charge in e.
Atoms and positions in Å:
Ba -1.596 -0.441 -0.678  1.90
O 4.907 -2.461 -1.809  0.06
C 3.607 -2.146 -1.556  -0.30
C 3.242 -1.067 -0.763  0.03
C 1.896 -0.836 -0.568  -0.12
N 0.938 -1.594 -1.096  -0.11
C 1.319 -2.594 -1.853  -0.78
Br -0.085 -3.617 -2.629  0.72
C 2.626 -2.939 -2.132  -0.05
H 5.466 -1.836 -1.335  0.10
H 3.973 -0.414 -0.301  0.12
H 1.586 0.005 0.020  0.07
H 2.876 -3.789 -2.747  0.11
F -4.027 1.044 -1.602  0.09
C -4.765 1.322 -0.524  -0.65
F -5.192 2.578 -0.600  0.14
F -5.811 0.503 -0.502  0.14
S -3.840 1.186 1.161  0.59
O -2.432 1.297 0.844  -0.54
O -4.439 2.222 1.927  -0.25
N -4.228 -0.279 1.723  -0.27
S -3.647 -1.595 1.047  0.53
O -3.870 -1.563 -0.406  -0.50
O -2.323 -1.988 1.457  -0.37
C -4.836 -2.881 1.633  -0.69
F -6.071 -2.563 1.269  0.15
F -4.778 -3.000 2.952  0.16
F -4.484 -4.021 1.060  0.17
C 0.508 5.228 -0.018  -0.19
Si 0.450 3.524 -0.845  0.35
C -1.242 3.320 -1.679  -0.17
C 1.783 3.580 -2.178  -0.18
N 0.558 2.240 0.261  -0.06
C 1.439 2.165 1.269  -0.36
C 2.603 2.979 1.404  -0.06
C 3.474 2.899 2.477  -0.14
C 3.270 1.992 3.508  -0.14
C 2.156 1.160 3.425  -0.04
C 1.290 1.246 2.358  -0.22
O 0.194 0.366 2.311  -0.04
C -0.618 0.334 3.431  -0.29
C -0.804 -0.864 4.094  -0.01
C -1.727 -0.934 5.133  -0.08
C -2.423 0.199 5.527  -0.11
C -2.206 1.406 4.868  -0.09
C -1.309 1.478 3.815  -0.01
H 0.180 5.977 -0.747  0.01
H 1.509 5.503 0.325  0.01
H -0.161 5.276 0.845  0.02
H -1.236 3.365 -2.768  0.02
H -2.042 3.958 -1.306  0.03
H -1.348 2.288 -1.361  -0.08
H 1.575 4.344 -2.934  0.02
H 1.845 2.613 -2.674  0.01
H 2.763 3.796 -1.740  0.01
H 2.803 3.699 0.618  0.07
H 4.332 3.564 2.501  0.08
H 3.946 1.928 4.351  0.08
H 1.950 0.430 4.200  0.12
H -0.253 -1.730 3.769  0.11
H -1.897 -1.885 5.631  0.10
H -3.135 0.144 6.341  0.09
H -2.762 2.290 5.156  0.10
H -1.144 2.395 3.263  0.13
N 3.445 2.464 -9.925  0.12
C 2.907 2.133 -8.961  -0.21
C 2.234 1.720 -7.763  -0.26
C 0.922 2.132 -7.518  -0.05
C 0.276 1.732 -6.368  -0.03
C 0.911 0.911 -5.419  -0.27
C 2.231 0.507 -5.687  -0.03
C 2.883 0.903 -6.836  -0.04
C 0.250 0.523 -4.225  -0.23
C -0.302 0.212 -3.171  -0.17
H 0.418 2.769 -8.234  0.11
H -0.738 2.053 -6.170  0.11
H 2.734 -0.119 -4.963  0.11
H 3.901 0.584 -7.021  0.11
Se 1.453 -4.606 1.198  0.40
C 0.413 -5.546 2.447  -0.79
C -0.477 -4.910 3.334  -0.15
C -1.209 -5.639 4.251  -0.20
N -1.157 -6.968 4.391  0.00
C -0.310 -7.580 3.554  -0.21
C 0.469 -6.943 2.608  -0.16
H -0.588 -3.833 3.298  0.06
H -1.883 -5.115 4.926  0.08
H -0.248 -8.662 3.651  0.08
H 1.128 -7.526 1.977  0.07

---

No. 6
Below is a molecular structure, C36H30Cl3N3O3PPdS5Sb in a non-equilibrium geometry, with properties calculated with ωB97M-V with the def2-TZVPD basis set.

Output
frontier orbital gap (spin up / spin down)	3.7335 / 3.7396	eV
total energy	-159485.2441	eV
charge	-2

Last column: Löwdin charge in e.
Atoms and positions in Å:
Pd 0.617 -0.218 -3.441  0.25
O 2.508 -4.275 -4.766  -0.03
C 2.033 -3.390 -4.046  -0.75
O 1.705 -2.214 -4.326  -0.12
C 1.818 -3.797 -2.547  -0.18
P 1.918 -2.352 -1.491  0.89
C 2.259 -2.997 0.191  -0.26
C 1.794 -4.244 0.597  -0.08
C 1.913 -4.646 1.921  -0.09
C 2.497 -3.801 2.852  -0.11
C 2.961 -2.551 2.456  -0.10
C 2.838 -2.152 1.136  -0.08
C 3.385 -1.419 -1.924  -0.29
C 4.559 -2.103 -2.229  -0.07
C 5.688 -1.392 -2.602  -0.09
C 5.641 -0.006 -2.682  -0.09
C 4.472 0.675 -2.379  -0.08
C 3.343 -0.030 -1.984  -0.09
H 2.523 -4.574 -2.251  0.08
H 0.805 -4.202 -2.444  0.09
H 1.320 -4.904 -0.120  0.10
H 1.538 -5.616 2.224  0.10
H 2.588 -4.110 3.886  0.09
H 3.416 -1.886 3.180  0.10
H 3.188 -1.172 0.833  0.11
H 4.586 -3.186 -2.215  0.11
H 6.594 -1.926 -2.862  0.09
H 6.515 0.544 -3.012  0.10
H 4.408 1.748 -2.494  0.09
H 2.420 0.495 -1.767  0.07
S -2.659 2.367 -4.241  -0.33
Sb -1.616 0.414 -4.870  0.15
S 1.164 0.859 -5.519  -0.17
S 2.133 2.511 -4.909  -0.22
S -2.425 -0.480 -6.805  -0.40
Cl -0.998 -1.668 4.319  0.66
C -1.423 -0.266 3.377  -0.68
C -2.753 -0.019 3.081  -0.11
C -3.065 1.105 2.341  -0.02
C -2.090 1.998 1.900  -0.18
C -2.524 3.231 1.122  -0.28
C -2.729 2.913 -0.362  -0.07
N -1.460 2.691 -0.997  -0.10
C -0.560 3.645 -1.418  -0.11
C 0.455 2.965 -2.017  -0.18
N 0.194 1.619 -1.970  0.00
C -0.959 1.494 -1.364  -0.23
O -3.756 3.744 1.630  -0.10
C -3.602 4.736 2.636  -0.16
C -2.892 4.232 3.864  -0.32
C -3.453 3.438 4.818  -0.98
Cl -5.079 2.883 4.856  0.66
S -2.345 2.940 6.025  0.99
C -1.086 3.825 5.275  -0.41
C -1.513 4.457 4.149  -0.15
C -0.765 1.696 2.196  -0.57
Cl 0.528 2.728 1.678  0.76
C -0.420 0.572 2.933  -0.14
H -3.522 -0.698 3.418  0.11
H -4.101 1.323 2.116  0.12
H -1.742 3.996 1.192  0.12
H -3.254 3.734 -0.851  0.14
H -3.333 2.014 -0.485  0.14
H -0.763 4.698 -1.319  0.11
H 1.311 3.343 -2.548  0.02
H -1.489 0.567 -1.202  0.12
H -4.611 5.062 2.890  0.12
H -3.054 5.599 2.241  0.13
H -0.093 3.817 5.692  0.07
H -0.868 5.043 3.510  0.11
H 0.618 0.361 3.145  0.10
N 0.659 -1.391 -1.420  -0.18
C -0.560 -1.965 -1.006  -0.38
C -1.455 -2.505 -1.937  -0.06
C -2.667 -3.035 -1.523  -0.09
C -3.015 -3.046 -0.178  -0.12
C -2.137 -2.505 0.752  -0.11
C -0.928 -1.963 0.344  -0.05
H -1.202 -2.452 -2.991  0.09
H -3.349 -3.431 -2.266  0.10
H -3.965 -3.460 0.139  0.09
H -2.394 -2.505 1.804  0.07
H -0.241 -1.530 1.062  0.09